{"formula": "C14H14NO5W", "method": "the ωB97M-V functional and the def2-TZVPD basis", "species": ["O", "C", "H", "C", "N", "C", "H", "H", "H", "C", "C", "H", "C", "O", "C", "W", "C", "H", "C", "H", "C", "H", "H", "C", "H", "H", "O", "O", "C", "O", "C", "H", "H", "H", "C"], "xyz": [[-1.63760, -3.26669, -3.75843], [0.81058, 3.39103, 0.70882], [-0.91620, -0.15519, 2.14130], [1.04367, -0.31064, 1.44225], [-0.10745, -0.75644, 2.36929], [-0.56381, -2.15870, 2.20607], [0.65390, -0.97296, -2.90876], [-1.00932, -2.30374, 1.21996], [1.89996, -0.15161, 2.11176], [0.70368, -2.23052, -1.31430], [0.26206, -0.55236, 3.79584], [-0.59197, -0.85241, 4.40537], [-1.34439, 0.27361, -3.32020], [-1.85564, 0.81837, -4.21283], [0.71898, 0.95843, 0.71760], [-0.66081, -0.81652, -1.77179], [0.35934, 3.37475, -0.61302], [0.53487, 0.49254, 3.97550], [0.19469, 0.93729, -0.58664], [1.37135, 2.16899, 2.40127], [0.99147, 2.17517, 1.37233], [0.28431, -2.83104, 2.36476], [1.27749, -1.11986, 0.73893], [-1.32030, -2.42093, -3.04096], [1.11531, -1.20312, 4.01233], [-0.18603, 2.15165, -2.31823], [-3.05116, -0.82381, 0.31226], [1.11667, 1.01232, -6.88162], [0.67101, 0.70030, -5.87236], [1.39667, -3.13330, -1.01999], [0.10741, 2.15471, -1.26263], [1.01787, 4.33832, 1.21474], [-1.31708, -2.30534, 2.98447], [0.19646, 4.30870, -1.15350], [-2.16599, -0.89099, -0.45960]], "forces_ev_per_a": [[1.3, 3.6, 3.0], [-0.4, 0.5, -0.4], [0.4, -0.2, 0.4], [0.0, -0.4, 0.6], [0.0, 0.6, -0.7], [0.0, -0.3, 0.1], [0.1, -0.3, -0.6], [0.2, -0.1, 0.2], [-0.1, -0.2, -0.4], [4.7, -6.0, 2.3], [0.1, 0.1, 0.6], [0.2, 0.2, 0.1], [-3.4, 4.0, -6.3], [2.4, -2.5, 4.1], [1.0, 1.2, 2.3], [3.0, 4.1, 1.8], [-0.6, -0.3, -1.1], [-0.2, -0.3, 0.0], [-0.8, -3.7, -1.9], [-0.1, 0.0, -0.5], [-0.1, -2.1, 0.1], [-0.2, 0.1, 0.0], [-0.1, 0.2, 0.5], [-1.6, -4.5, -3.7], [-0.2, 0.1, 0.0], [0.2, 0.4, 0.4], [4.2, -0.3, -3.6], [-1.3, -0.9, 3.0], [1.4, 0.9, -3.0], [-3.3, 4.7, -1.7], [-0.1, 2.5, -0.7], [0.1, -0.3, -0.2], [0.0, -0.3, -0.3], [0.2, -0.2, 0.1], [-7.2, -0.3, 5.6]], "multiplicity": 3, "total_charge": 3, "lumo_energy_ha": [-0.55362, -0.54919], "s_squared": 2.07}

{"formula": "C5H13N2", "method": "the ωB97M-V functional and the def2-TZVPD basis", "species": ["H", "H", "C", "H", "H", "H", "H", "H", "C", "H", "H", "C", "H", "H", "H", "N", "N", "C", "C", "H"], "xyz": [[1.35288, -0.16518, -0.13295], [0.15979, -1.84454, 2.63817], [-0.09172, 0.08563, 2.42360], [-1.27468, 0.47812, 0.04058], [1.53639, 1.46398, -0.63672], [-0.76415, -1.40606, 1.24603], [0.17762, -1.84428, -1.25749], [-0.21006, 0.92066, -2.48624], [0.80344, 0.66080, -0.59176], [-0.64971, 2.08808, -0.13051], [1.26240, -0.08651, -2.50129], [-0.40237, 1.09655, 0.25301], [0.00849, 2.02066, 2.17277], [-0.48765, -1.64495, -2.85241], [-1.39499, -1.03740, -1.38346], [-0.05806, -1.15287, 1.92797], [-0.22127, 1.15889, 1.69883], [0.34497, 0.14925, -1.95716], [-0.43279, -1.17585, -1.87639], [0.34148, 0.23503, 3.40541]], "forces_ev_per_a": [[-0.1, -0.1, 0.2], [-0.3, -0.2, -0.4], [2.0, 0.2, -0.6], [0.0, -0.1, 0.1], [-0.2, 0.2, -0.3], [0.4, -0.2, -0.3], [-0.2, -0.1, 0.0], [0.0, 0.0, -0.2], [0.2, -0.8, 0.7], [-0.3, 0.0, 0.5], [-0.1, 0.4, -0.2], [-0.3, 0.6, -1.0], [-0.2, 0.2, -0.2], [-0.5, 0.1, -0.1], [-0.2, -0.3, -0.4], [-1.0, 0.3, 1.1], [0.0, -0.5, 0.2], [0.4, -0.3, 0.0], [0.9, 0.5, 0.7], [-0.4, -0.1, 0.3]], "multiplicity": 1, "total_charge": 1, "lumo_energy_ha": -0.14373, "smiles": "CCCCNC=[NH2+]"}

Calculated M, 460.11, 101.17 g mol⁻¹ (same order as the records).
Calculated ΔE to the lowest compared entry with this formula, charge and spin, 59.9, 101.3 kJ/mol (same order as the records).
Calculated max |F|, 9.1, 2.1 eV/A (same order as the records).